No. 1
{"formula": "C45H34IrN4O4", "method": "the ωB97M-V functional and the def2-TZVPD basis", "elements": ["Ir", "O", "C", "C", "C", "C", "C", "C", "C", "C", "C", "O", "C", "C", "C", "C", "C", "C", "C", "C", "C", "C", "C", "C", "N", "C", "C", "C", "C", "C", "C", "C", "C", "C", "C", "C", "C", "H", "H", "H", "H", "H", "H", "H", "H", "H", "H", "H", "H", "H", "H", "H", "H", "H", "H", "H", "H", "H", "H", "H", "H", "H", "H", "H", "O", "N", "O", "C", "C", "C", "C", "C", "C", "N", "C", "C", "N", "C", "C", "C", "C", "H", "H", "H", "H", "H", "H", "H"], "positions_angstrom": [[0.01532, -0.00810, -0.06473], [-1.60554, -1.01044, -0.15154], [-2.33962, -1.55562, 0.88922], [-2.41789, -0.52694, 2.04287], [-1.13153, -0.22885, 2.75991], [-1.20765, -0.08453, 4.13888], [-0.09787, 0.31832, 4.85592], [1.08314, 0.51845, 4.16912], [1.13126, 0.31334, 2.79718], [2.45654, 0.45916, 2.11135], [2.47203, 1.39532, 0.87119], [1.72964, 0.81230, -0.14395], [1.93896, 2.80417, 1.13643], [1.91888, 3.39111, 2.39510], [1.51096, 4.71152, 2.54317], [1.11174, 5.45374, 1.44401], [1.13428, 4.87119, 0.18358], [1.54831, 3.55807, 0.03216], [3.94631, 1.46853, 0.43318], [4.48707, 0.36827, -0.22375], [5.82789, 0.35326, -0.57207], [6.63666, 1.44047, -0.27416], [6.09218, 2.54923, 0.35205], [4.75022, 2.56683, 0.70862], [0.03097, -0.03756, 2.09877], [-3.74043, -1.86863, 0.34177], [-3.83267, -2.84457, -0.64640], [-5.06230, -3.19921, -1.17452], [-6.22025, -2.57332, -0.73264], [-6.12963, -1.58043, 0.22693], [-4.89534, -1.21825, 0.75408], [-1.71260, -2.84549, 1.44381], [-2.48684, -3.68646, 2.23874], [-1.93495, -4.82985, 2.79301], [-0.60461, -5.14795, 2.56196], [0.16286, -4.32933, 1.74909], [-0.39050, -3.18524, 1.19057], [-3.13956, -0.87681, 2.77761], [-2.78466, 0.40203, 1.59436], [-2.14491, -0.27479, 4.64064], [-0.15743, 0.47845, 5.92381], [1.97621, 0.82906, 4.69176], [2.76984, -0.51882, 1.73543], [3.20503, 0.79081, 2.82847], [2.24800, 2.84238, 3.26650], [1.52985, 5.16326, 3.52623], [0.80985, 6.48559, 1.56393], [0.85241, 5.44911, -0.68730], [1.59567, 3.10948, -0.95160], [3.85106, -0.47182, -0.47235], [6.24285, -0.51093, -1.07381], [7.68746, 1.42325, -0.52955], [6.70895, 3.41058, 0.57059], [4.33579, 3.43836, 1.19505], [-2.93276, -3.33214, -0.99939], [-5.11843, -3.97109, -1.93062], [-7.18392, -2.85780, -1.13291], [-7.02083, -1.07726, 0.57813], [-4.87196, -0.42564, 1.48889], [-3.53008, -3.44602, 2.40070], [-2.55184, -5.47931, 3.39935], [-0.17074, -6.03536, 3.00266], [1.19281, -4.58578, 1.53789], [0.21388, -2.56513, 0.53613], [-3.83209, 5.39079, -3.08704], [-3.24502, 4.53955, -3.83506], [-3.36866, 4.67429, -5.10212], [-2.47904, 3.48672, -3.31953], [-1.89305, 2.64994, -4.25243], [-1.09676, 1.56079, -3.87398], [-0.50043, 0.67961, -4.80976], [0.25068, -0.36910, -4.36445], [0.41131, -0.56127, -2.98695], [-0.13062, 0.25115, -2.09844], [-0.86801, 1.30936, -2.50276], [-1.43881, 2.19742, -1.52498], [-1.15298, 1.97268, -0.23456], [-1.63796, 2.73597, 0.72414], [-2.51301, 3.77498, 0.44323], [-2.84397, 4.03546, -0.86750], [-2.27755, 3.27486, -1.91054], [-2.06780, 2.85210, -5.30014], [-0.65807, 0.86072, -5.86446], [0.72191, -1.06041, -5.04698], [0.98631, -1.39177, -2.60394], [-1.31581, 2.51504, 1.73422], [-2.92490, 4.36087, 1.25170], [-3.53778, 4.82608, -1.10231]], "lowdin_spin": [1.8426, 0.3457, 0.0275, 0.0103, 0.0014, 0.0010, 0.0002, 0.0004, 0.0038, 0.0113, 0.0266, 0.3517, 0.0093, 0.0013, 0.0010, -0.0004, 0.0006, 0.0006, 0.0018, 0.0004, 0.0005, -0.0003, 0.0004, -0.0005, 0.0025, 0.0023, 0.0003, 0.0005, -0.0003, 0.0005, -0.0002, 0.0115, 0.0023, 0.0009, 0.0008, 0.0020, 0.0148, 0.0007, 0.0001, 0.0000, 0.0000, 0.0000, 0.0000, 0.0009, 0.0000, 0.0001, 0.0000, 0.0001, 0.0005, 0.0000, 0.0000, 0.0000, 0.0000, 0.0000, 0.0003, 0.0000, 0.0000, 0.0000, 0.0000, 0.0000, 0.0002, 0.0001, 0.0001, 0.0153, 0.0923, 0.0676, 0.1058, 0.1125, 0.1606, 0.0615, 0.1104, 0.0118, 0.1524, -0.0035, 0.0449, -0.0019, 0.2097, 0.0761, 0.0164, 0.0491, 0.0079, 0.0087, 0.0038, -0.0026, 0.0124, 0.0059, 0.0007, 0.0040], "energy_ev": -64196.409, "multiplicity": 5, "orbital_gap_ev": [4.66, 4.81], "charge": 1, "de_lowest_ev": 0.000}

No. 2
{"formula": "C4H5NO", "method": "the ωB97M-V functional and the def2-TZVPD basis", "elements": ["C", "C", "C", "O", "C", "N", "H", "H", "H", "H", "H"], "positions_angstrom": [[0.78357, -0.37252, 0.99487], [-0.55019, -0.71406, 0.39923], [-1.26975, 0.00736, -0.44723], [-0.89344, 1.25711, -0.98165], [1.44143, 1.34265, -1.86445], [0.34435, 1.27339, -1.44401], [1.59914, -0.86912, 0.45667], [0.98158, 0.70070, 0.97674], [0.82106, -0.70818, 2.03529], [-1.00077, -1.66243, 0.68289], [-2.25697, -0.25490, -0.80836]], "mulliken_charge": [-1.0940, 0.0343, -0.2330, -0.1984, -0.3119, 0.1323, 0.2682, 0.3528, 0.3434, 0.3095, 0.3968], "energy_ev": -7762.200, "orbital_gap_ev": 10.84, "de_lowest_ev": 4.326}

No. 3
{"formula": "C14H12", "method": "the ωB97M-V functional and the def2-TZVPD basis", "elements": ["C", "C", "C", "C", "C", "C", "C", "C", "C", "C", "C", "C", "C", "C", "H", "H", "H", "H", "H", "H", "H", "H", "H", "H", "H", "H"], "positions_angstrom": [[3.64891, -0.70072, -0.43126], [3.60435, 0.64966, -0.44656], [2.52084, 1.32625, 0.03049], [1.31173, 0.66162, 0.32446], [1.22187, -0.70109, 0.14023], [2.42435, -1.37514, -0.15199], [0.02761, -1.47816, 0.45367], [-1.28856, -0.68648, 0.21648], [-2.55870, -1.38858, 0.02581], [-3.64420, -0.66696, -0.38657], [-3.62021, 0.74164, -0.43327], [-2.36240, 1.34870, -0.32504], [-1.26167, 0.69870, 0.13853], [-0.01623, 1.59507, 0.60933], [4.41699, -1.27861, -0.86162], [4.51522, 1.17959, -0.75035], [2.64009, 2.32316, 0.17397], [2.49145, -2.45035, -0.28979], [-0.07130, -2.47734, -0.01310], [-0.05084, -1.74338, 1.48612], [-2.65704, -2.49415, 0.21653], [-4.69349, -1.23038, -0.21431], [-4.38738, 1.38684, -0.79500], [-2.27915, 2.40370, -0.55866], [-0.07654, 2.55674, 0.12550], [0.14432, 1.79968, 1.71638]], "mulliken_charge": [-0.7226, -0.4340, -0.7156, 0.5533, 0.4454, -0.5263, -0.9017, 0.5340, -0.5068, -0.4484, -0.6092, -0.5451, 0.5505, -0.9700, 0.3793, 0.3153, 0.5201, 0.3210, 0.4248, 0.3695, 0.3109, 0.2038, 0.3808, 0.2876, 0.4383, 0.3449], "energy_ev": -14711.258, "orbital_gap_ev": 9.70, "smiles": "c1ccc2c(c1)Cc1ccccc1C2", "de_lowest_ev": 0.087}

No. 4
{"formula": "C7H28O7", "method": "the ωB97M-V functional and the def2-TZVPD basis", "elements": ["C", "O", "H", "H", "H", "H", "C", "O", "H", "H", "H", "H", "C", "O", "H", "H", "H", "H", "C", "O", "H", "H", "H", "H", "C", "O", "H", "H", "H", "H", "C", "O", "H", "H", "H", "H", "C", "O", "H", "H", "H", "H"], "positions_angstrom": [[1.22576, 1.98969, 3.96445], [0.11190, 2.24268, 3.12808], [1.81618, 2.89344, 4.14310], [0.83575, 1.62550, 4.91176], [1.88851, 1.22190, 3.54862], [0.42306, 2.66298, 2.31687], [-2.17701, 0.00135, 2.18367], [-2.57354, -1.23672, 2.77362], [-1.09318, 0.07505, 2.21211], [-2.50992, 0.06808, 1.14217], [-2.55204, 0.86015, 2.74288], [-3.49335, -1.16424, 3.03857], [1.02572, 3.81759, -0.49909], [0.69288, 3.94728, 0.87873], [2.06554, 3.51236, -0.63553], [0.40807, 3.03086, -0.93088], [0.81462, 4.73843, -1.04398], [0.93135, 4.83367, 1.15900], [-0.82102, 0.61224, -4.11515], [-2.06681, -0.07688, -4.05756], [-0.87124, 1.57851, -3.60517], [-0.02713, 0.02506, -3.64650], [-0.59154, 0.78336, -5.16293], [-2.51534, 0.16083, -3.24322], [1.04137, -3.30937, -2.41574], [2.05017, -2.29204, -2.36796], [0.11642, -2.84130, -2.09549], [0.91303, -3.69474, -3.42898], [1.27431, -4.14559, -1.75353], [2.88914, -2.67093, -2.64524], [0.23035, 0.22946, -0.45698], [1.57979, 0.08271, -0.85756], [-0.13713, -0.65703, 0.06655], [0.15767, 1.07971, 0.21811], [-0.41809, 0.40253, -1.32705], [1.68313, -0.80683, -1.22625], [-0.23303, -3.40377, 0.88956], [-0.58685, -3.32081, 2.25034], [-1.05072, -3.09191, 0.22607], [0.65240, -2.79703, 0.65444], [-0.00587, -4.44752, 0.67651], [-1.10330, -2.51873, 2.38959]], "mulliken_charge": [-0.6125, -0.4624, 0.2811, 0.2393, 0.2521, 0.3320, -0.3863, -0.5661, 0.0519, 0.2630, 0.3697, 0.2895, -0.3469, -0.5230, 0.2836, -0.0097, 0.3241, 0.2671, -0.4205, -0.5184, 0.2261, 0.1301, 0.2889, 0.3035, -0.5143, -0.5303, 0.1789, 0.3147, 0.2810, 0.2623, 0.3439, -0.5248, -0.2831, -0.0288, 0.1230, 0.3504, -0.6057, -0.5548, 0.2824, 0.2888, 0.3002, 0.2599], "energy_ev": -22042.578, "orbital_gap_ev": 10.40, "smiles": "CO.CO.CO.CO.CO.CO.CO", "de_lowest_ev": 3.300}